# 1
{
  "formula": "H39O19",
  "method": "wB97M-V/def2-TZVPD",
  "total_energy_ev": -39528.2981,
  "max_force_ev_per_a": 3.25,
  "total_charge": 1,
  "orbital_gap_ev": 10.5,
  "symbols": ["O", "H", "H", "O", "H", "H", "O", "H", "H", "O", "H", "H", "O", "H", "H", "O", "H", "H", "O", "H", "H", "O", "H", "O", "H", "H", "O", "H", "H", "O", "H", "H", "O", "H", "H", "O", "H", "H", "O", "H", "H", "O", "H", "H", "O", "H", "H", "O", "H", "H", "O", "H", "H", "O", "H", "H", "H", "H"],
  "xyz": [[-2.609, -1.060, -3.630], [2.210, -0.375, -2.731], [-2.451, -0.417, -4.302], [-3.024, 3.102, -0.082], [-3.245, 2.062, -0.263], [-2.234, -2.302, 0.475], [3.090, 0.083, -0.347], [-2.482, -0.885, -1.754], [1.422, -1.579, -2.933], [-1.673, 1.148, 0.329], [-2.050, 0.466, -0.315], [2.742, -0.432, -1.105], [1.521, 2.090, 3.411], [1.701, 1.151, 3.605], [2.365, 2.477, 3.632], [2.358, 4.144, 0.288], [3.712, 1.543, -2.724], [3.021, 3.823, -0.328], [-0.665, 3.734, -0.757], [2.317, -3.325, -0.552], [-2.111, 3.347, -0.500], [2.231, -1.328, -2.458], [-0.072, 4.249, -0.199], [-4.090, 0.414, 1.246], [-3.701, -0.424, 0.970], [-4.572, 0.207, 2.062], [1.874, -1.150, 3.607], [-2.738, 2.951, 0.865], [-0.826, 0.701, 0.502], [1.552, -3.826, -0.231], [4.007, -0.187, -0.483], [0.993, -4.004, -0.985], [-2.900, -0.424, -1.004], [-3.787, -0.253, -1.340], [1.888, -2.093, 3.826], [0.704, -0.717, 1.075], [2.207, -0.775, 4.441], [2.813, 4.525, 1.031], [-2.124, -2.728, 1.304], [-1.460, -2.511, 1.940], [0.903, -0.075, 1.766], [-1.325, 2.343, 2.745], [-0.418, 2.613, 2.918], [-0.349, 2.831, -0.809], [-0.271, -0.569, -1.828], [-0.103, -3.045, -3.844], [0.276, -0.989, -1.146], [0.425, -3.339, -3.103], [-2.020, -1.703, -3.229], [1.352, -3.557, -3.048], [2.784, 1.659, -2.899], [2.507, 2.064, -3.710], [-1.841, 2.236, 3.546], [0.385, -3.194, 2.518], [-0.186, -3.640, 3.202], [0.412, -3.955, 1.910], [1.386, -1.393, 1.181], [0.169, 0.289, -1.757]],
  "forces_ev_per_angstrom": [[-2.266, -0.886, 1.393], [0.701, -0.546, 0.155], [1.431, -0.073, -0.459], [-1.177, -2.723, 0.538], [0.831, 3.114, 0.415], [0.869, 1.099, -0.462], [0.683, -0.534, -0.823], [0.001, 0.703, 0.266], [-0.094, -0.635, 0.537], [1.701, -0.972, -0.900], [0.264, 1.006, 0.837], [-0.551, 0.232, 0.901], [0.129, -0.868, 0.203], [-0.496, 0.312, -0.270], [0.284, 0.554, -0.020], [-0.718, -0.151, -0.406], [0.506, 0.376, -0.654], [0.096, -0.028, 0.074], [-0.700, 0.256, -0.530], [-0.334, -0.174, -0.003], [0.169, 0.093, 0.105], [-0.163, 1.272, -1.305], [0.276, -0.178, 0.078], [-0.677, 0.006, 0.394], [0.179, -0.005, 0.181], [0.123, 0.141, -0.404], [0.528, 0.277, 1.199], [-0.056, 0.186, -0.258], [-0.165, 0.313, 0.558], [0.499, 0.211, 0.426], [0.347, 0.345, 0.647], [-0.291, 0.056, -0.339], [-1.068, -1.577, -1.133], [-0.206, 0.004, 0.140], [-0.328, -0.042, -0.596], [-0.285, 0.211, -0.385], [-0.032, -0.018, -0.347], [0.387, 0.177, 0.297], [-2.111, -1.996, 0.709], [1.176, 1.099, -0.544], [0.100, -0.189, -0.047], [-0.614, 0.188, -0.868], [0.083, -0.088, 0.659], [0.531, -0.306, 0.331], [0.535, 0.359, 0.362], [1.253, -0.405, -0.781], [-0.319, -0.673, 0.225], [-1.418, -0.016, 2.070], [1.005, 0.596, -1.367], [0.184, 0.096, -1.608], [-1.516, -0.825, 1.281], [0.829, 0.363, -0.706], [0.479, 0.126, 0.310], [-1.171, -1.876, 1.195], [0.801, 0.958, -0.415], [0.469, 0.577, -0.499], [-0.234, 0.135, 0.077], [-0.460, 0.341, -0.429]],
  "lowdin_charge": [-0.0250, 0.0386, 0.0584, 0.1504, 0.1919, -0.0090, -0.0720, 0.0344, 0.0200, -0.1415, -0.0356, -0.0318, -0.0352, 0.0267, 0.0489, -0.0368, 0.0480, 0.0396, 0.0110, 0.0452, 0.0735, -0.0922, 0.0764, -0.0493, 0.0163, 0.0685, -0.0617, 0.1314, 0.0311, -0.0279, 0.0464, 0.0128, -0.0416, 0.1025, 0.0422, -0.0593, 0.0560, 0.0337, -0.0301, -0.0064, 0.0252, -0.0420, 0.0055, 0.0572, -0.0470, 0.0575, 0.0376, -0.0385, 0.0338, 0.0485, -0.0307, 0.0484, 0.0504, -0.0815, 0.0918, 0.0498, 0.0275, 0.0580]
}


# 2
{
  "formula": "C38H48AsIrNO4Sb",
  "method": "wB97M-V/def2-TZVPD",
  "total_energy_ev": -120069.2630,
  "multiplicity": 6,
  "max_force_ev_per_a": 1.76,
  "total_charge": 1,
  "orbital_gap_ev": [7.6, 5.7],
  "symbols": ["Ir", "O", "C", "O", "C", "C", "C", "N", "C", "C", "C", "O", "O", "H", "H", "H", "C", "C", "As", "C", "C", "C", "C", "H", "H", "H", "H", "H", "H", "H", "H", "H", "H", "H", "H", "H", "H", "H", "C", "C", "C", "C", "H", "H", "H", "H", "H", "H", "H", "H", "H", "C", "C", "C", "C", "C", "C", "C", "Sb", "C", "C", "C", "C", "C", "C", "C", "C", "C", "C", "C", "C", "C", "C", "H", "H", "H", "H", "H", "H", "H", "H", "H", "H", "H", "H", "H", "H", "H", "H", "H", "H", "H", "H", "H"],
  "xyz": [[-1.289, 0.133, -0.150], [1.067, -0.474, 6.721], [1.841, -0.019, 5.931], [2.955, 0.377, 5.775], [1.016, 0.072, 4.430], [-0.351, 0.257, 4.441], [-1.001, 0.167, 3.218], [-0.351, -0.043, 2.082], [0.968, -0.168, 2.091], [1.714, -0.140, 3.268], [1.672, -0.416, 0.735], [2.790, -0.876, 0.733], [0.965, -0.132, -0.285], [-0.904, 0.440, 5.349], [-2.076, 0.241, 3.153], [2.781, -0.282, 3.213], [-4.183, -1.456, 1.552], [-3.025, -2.427, 1.752], [-1.744, -2.322, 0.263], [-0.225, -3.310, 1.044], [-0.472, -4.791, 1.299], [-2.508, -3.595, -1.052], [-3.312, -2.850, -2.106], [-4.781, -1.357, 2.457], [-4.834, -1.804, 0.749], [-3.796, -0.466, 1.270], [-3.400, -3.449, 1.856], [-2.470, -2.181, 2.664], [-0.004, -2.812, 1.991], [0.651, -3.184, 0.404], [-1.363, -4.947, 1.909], [0.380, -5.202, 1.840], [-0.580, -5.348, 0.370], [-3.145, -4.291, -0.499], [-1.699, -4.163, -1.517], [-4.083, -2.238, -1.638], [-3.795, -3.539, -2.796], [-2.657, -2.193, -2.679], [-2.189, 4.535, -0.243], [-1.832, 3.198, 0.434], [-2.548, 3.099, 1.777], [-2.237, 2.057, -0.491], [-1.870, 5.371, 0.375], [-3.264, 4.604, -0.392], [-1.693, 4.620, -1.206], [-0.745, 3.186, 0.600], [-3.622, 3.003, 1.621], [-2.362, 3.986, 2.372], [-2.200, 2.236, 2.336], [-1.900, 2.302, -1.507], [-3.331, 1.985, -0.496], [0.297, 1.292, -6.194], [0.578, 2.256, -5.085], [0.931, 3.567, -5.390], [1.217, 4.490, -4.401], [1.171, 4.115, -3.070], [0.805, 2.822, -2.742], [0.504, 1.906, -3.739], [-0.002, -0.099, -3.072], [-1.468, -0.810, -4.549], [-1.106, -1.786, -5.462], [-2.013, -2.209, -6.420], [-3.282, -1.659, -6.460], [-3.649, -0.705, -5.528], [-2.754, -0.276, -4.555], [-3.174, 0.735, -3.535], [1.753, -1.184, -3.698], [2.786, -0.503, -4.320], [3.881, -1.199, -4.802], [3.937, -2.574, -4.660], [2.916, -3.244, -4.007], [1.825, -2.558, -3.491], [0.757, -3.275, -2.724], [0.690, 1.673, -7.134], [-0.777, 1.145, -6.308], [0.754, 0.323, -5.997], [0.984, 3.862, -6.428], [1.483, 5.500, -4.672], [1.421, 4.822, -2.293], [0.762, 2.516, -1.703], [-0.105, -2.199, -5.453], [-1.724, -2.964, -7.134], [-3.989, -1.975, -7.210], [-4.642, -0.279, -5.550], [-4.218, 1.011, -3.672], [-2.570, 1.640, -3.622], [-3.040, 0.324, -2.525], [2.733, 0.571, -4.433], [4.686, -0.668, -5.285], [4.786, -3.124, -5.037], [2.963, -4.316, -3.895], [1.062, -4.294, -2.497], [-0.176, -3.310, -3.292], [0.566, -2.740, -1.789]],
  "forces_ev_per_angstrom": [[1.311, 0.463, -0.524], [-0.881, -0.400, 0.560], [-0.260, -0.029, -0.143], [1.029, 0.501, -0.524], [-0.039, -0.084, -0.199], [-0.135, -0.016, 0.010], [-0.051, 0.015, 0.430], [0.026, 0.229, -0.753], [0.615, -0.220, -0.182], [-0.015, 0.015, -0.149], [0.207, -0.218, 1.349], [0.121, 0.051, 0.098], [-1.462, 0.482, -0.848], [0.006, -0.093, 0.058], [-0.109, 0.056, 0.064], [0.094, -0.019, 0.060], [0.177, 0.028, -0.130], [-0.016, 0.117, 0.004], [-0.318, -1.014, 0.323], [0.209, 0.204, -0.015], [-0.212, 0.112, -0.093], [0.007, 0.318, 0.028], [0.120, 0.117, 0.103], [-0.028, 0.016, -0.015], [-0.067, 0.110, -0.006], [-0.214, -0.032, 0.088], [0.193, 0.035, -0.057], [0.023, -0.083, -0.133], [-0.030, 0.101, -0.087], [-0.063, 0.139, 0.000], [0.002, -0.085, -0.004], [0.000, -0.041, 0.000], [-0.046, -0.035, 0.013], [0.184, 0.048, 0.082], [0.019, 0.072, 0.174], [-0.107, 0.057, -0.079], [-0.027, -0.047, -0.060], [-0.093, 0.007, -0.078], [0.240, -0.336, 0.074], [0.000, 0.110, 0.187], [0.275, -0.029, -0.181], [0.283, -0.271, -0.073], [-0.013, 0.067, 0.079], [-0.127, 0.037, -0.050], [0.007, 0.054, -0.159], [-0.100, -0.021, -0.021], [-0.129, 0.023, 0.031], [-0.017, 0.106, 0.166], [-0.045, -0.075, 0.110], [-0.058, -0.248, -0.011], [0.072, -0.292, -0.085], [-0.034, 0.016, -0.051], [0.043, 0.172, -0.119], [-0.045, -0.035, 0.009], [0.018, 0.027, 0.041], [-0.011, 0.073, 0.105], [-0.047, -0.007, 0.138], [-0.226, -0.863, 0.352], [-0.381, 0.104, -0.450], [0.619, 0.247, 0.663], [0.087, -0.015, -0.058], [0.058, -0.110, -0.033], [-0.031, -0.036, -0.020], [0.049, 0.057, 0.099], [-0.077, 0.004, -0.055], [0.032, -0.005, 0.013], [-0.492, 0.287, 0.363], [-0.099, 0.167, -0.059], [0.099, -0.018, -0.021], [-0.009, 0.070, 0.028], [-0.040, -0.024, 0.020], [-0.005, -0.065, -0.063], [-0.037, 0.015, -0.028], [0.020, -0.013, -0.069], [-0.033, -0.087, -0.077], [-0.021, -0.056, -0.095], [0.020, 0.037, -0.126], [0.056, 0.100, -0.024], [0.000, 0.064, 0.067], [0.037, 0.023, 0.100], [0.077, -0.039, -0.028], [0.038, -0.084, -0.105], [-0.062, -0.048, -0.084], [-0.100, 0.019, -0.015], [-0.033, 0.035, 0.102], [0.000, 0.077, 0.089], [-0.104, 0.144, -0.089], [0.049, 0.088, -0.038], [0.081, 0.068, -0.055], [0.069, -0.057, -0.064], [0.053, -0.142, 0.081], [-0.065, -0.038, 0.070], [-0.092, -0.056, -0.001], [-0.021, -0.097, 0.050]],
  "lowdin_spin": [2.5005, 0.2694, 0.0931, 0.2954, 0.2693, 0.0236, 0.0288, 0.1009, 0.0220, 0.0225, 0.0151, 0.0328, 0.1818, 0.0015, 0.0049, 0.0019, 0.0184, 0.0123, 0.1156, 0.0292, 0.0085, 0.0191, 0.0026, 0.0005, 0.0001, 0.0173, 0.0014, 0.0002, -0.0001, 0.0001, 0.0002, 0.0024, 0.0002, 0.0023, 0.0003, 0.0007, 0.0000, 0.0001, 0.0202, 0.0547, 0.0057, 0.2816, 0.0035, 0.0003, 0.0006, 0.0067, 0.0002, 0.0001, 0.0028, 0.0322, 0.0324, 0.0027, 0.0078, 0.0027, -0.0007, 0.0001, 0.0021, 0.0403, 0.2265, 0.0429, 0.0101, 0.0024, 0.0040, 0.0012, 0.0053, 0.0120, 0.0501, 0.0127, 0.0023, 0.0050, 0.0008, 0.0061, 0.0045, 0.0001, 0.0000, 0.0009, 0.0005, 0.0000, 0.0001, 0.0009, 0.0011, 0.0003, 0.0003, 0.0000, 0.0004, 0.0004, 0.0134, 0.0013, 0.0003, 0.0003, 0.0000, 0.0003, 0.0006, 0.0022]
}